This record from the OMol25 dataset describes a single C4H8N2O2 molecule at a distorted geometry. The level of theory is ωB97M-V with the def2-TZVPD basis set.

```
16
Properties=species:S:1:pos:R:3:mulliken_charge:R:1
C -0.79712 0.25143 -0.88739 0.018
C 0.38066 0.11411 -0.23969 0.228
C -1.75729 1.37823 -0.69710 -1.091
C 1.17566 -1.27241 -0.26102 -0.961
N 0.84200 -2.14252 0.86357 -0.506
N 0.87586 1.09764 0.65155 0.962
O 1.60116 0.62623 1.52096 -0.575
O 0.64983 2.27351 0.52836 -0.584
H -1.30999 -0.60684 -1.32209 0.329
H -1.34720 2.49256 -0.78141 0.254
H -2.02496 1.35011 0.49717 0.242
H -2.67935 1.33959 -1.25814 0.363
H 1.11209 -1.66472 -1.19230 0.428
H 2.24872 -1.09327 -0.03107 0.364
H 1.22484 -2.05821 1.82035 0.276
H -0.19492 -2.08543 0.78826 0.253
```

Properties
ΔE to the lowest compared entry with this formula, charge and spin: 579.31 kJ/mol
M: 116.12 Da
Kohn-Sham gap: 8.88 eV
HOMO energy: -0.342 hartree

***

This record from the OMol25 dataset describes a single C4H8N2O2 molecule at a distorted geometry. The level of theory is ωB97M-V with the def2-TZVPD basis set.

```
16
Properties=species:S:1:pos:R:3:mulliken_charge:R:1
C -1.57853 -0.78335 -1.07216 -0.926
C -1.55848 -0.17861 1.16123 -0.803
C 1.60648 -0.84303 -0.06645 0.078
C 0.41748 1.22422 -0.16214 0.168
H -2.37317 -1.38417 -1.09043 0.449
H -1.79051 0.21486 -1.38364 0.378
H -0.88077 -1.20406 -1.94985 0.244
H -1.02014 -0.11387 2.20287 0.258
H -2.58190 -0.70706 1.48489 0.270
H -1.74106 0.89902 0.65385 0.407
H 1.33041 -1.84886 -0.11714 0.445
H 1.53282 1.59187 -0.33372 0.345
N -0.72472 -1.03023 0.21919 -0.379
N 0.42018 -0.12089 0.11997 0.249
O 2.68061 -0.15871 0.11194 -0.581
O -0.63881 1.92055 -0.23741 -0.603
```

Properties
ΔE to the lowest compared entry with this formula, charge and spin: 480.02 kJ/mol
M: 116.12 Da
Kohn-Sham gap: 9.77 eV
HOMO energy: -0.358 hartree

***

This record from the OMol25 dataset describes a molecular structure, C4H8N2O2 at a distorted geometry. The level of theory is ωB97M-V with the def2-TZVPD basis set.

```
16
Properties=species:S:1:pos:R:3:mulliken_charge:R:1
C 0.95868 -1.00576 -1.59992 -1.257
C -0.61918 0.84725 -0.85001 0.540
C 0.46469 0.04455 -0.64459 0.185
N -1.74756 0.33792 1.50714 -0.395
C 0.93535 0.22938 0.69366 0.083
O -0.68097 1.13925 1.03884 -0.406
O 1.26588 -0.88652 1.37984 -0.455
N -1.41965 1.43088 -1.57504 -0.697
H 1.75419 -0.65424 2.18089 0.384
H -1.62108 -0.60173 1.11554 0.239
H -1.62176 0.26516 2.51499 0.256
H -2.36644 1.56613 -1.24054 0.281
H 1.44652 1.13069 1.02887 0.296
H 1.19726 -1.93190 -1.07345 0.312
H 0.19463 -1.23039 -2.34540 0.365
H 1.85941 -0.68066 -2.13083 0.268
```

Properties
ΔE to the lowest compared entry with this formula, charge and spin: 591.30 kJ/mol
M: 116.12 Da
Kohn-Sham gap: 8.17 eV
HOMO energy: -0.287 hartree

***

This record from the OMol25 dataset describes a single C4H8N2O2 molecule at a distorted geometry. The level of theory is ωB97M-V with the def2-TZVPD basis set.

```
16
Properties=species:S:1:pos:R:3:mulliken_charge:R:1
C -1.60285 -0.80131 -1.99979 -0.728
C 0.51756 0.57556 -0.09880 0.704
C 0.41937 -0.27383 1.96126 -0.297
C 1.40959 0.90767 1.88591 -0.358
H -2.19016 0.04979 -2.34983 0.328
H -1.90906 -0.95129 -0.94074 0.199
H -1.78563 -1.71760 -2.58558 0.283
H 0.07524 -0.22341 -2.96048 0.275
H 0.68177 -1.17591 2.48638 0.280
H -0.54110 0.10734 2.23288 0.263
H 1.32367 1.61066 2.68473 0.293
H 2.42259 0.61859 1.73407 0.279
N -0.18563 -0.47158 -2.01111 -0.234
N 0.05434 0.74252 -1.28222 -0.609
O 0.33404 -0.56466 0.56565 -0.334
O 0.97625 1.56746 0.67768 -0.346
```

Properties
ΔE to the lowest compared entry with this formula, charge and spin: 327.44 kJ/mol
M: 116.12 Da
Kohn-Sham gap: 9.01 eV
HOMO energy: -0.301 hartree

***

This record from the OMol25 dataset describes a molecular structure, C4H8N2O2 at a distorted geometry. The level of theory is ωB97M-V with the def2-TZVPD basis set.

```
16
Properties=species:S:1:pos:R:3:mulliken_charge:R:1
C 0.35974 0.53174 -0.03509 0.870
C -0.00523 1.86948 0.51339 -1.724
C -0.26381 -0.71511 0.42717 0.794
C 0.15529 -2.02198 -0.20746 -0.074
O 1.49053 0.43503 -0.70774 -0.439
O -1.52632 -0.04263 -0.66015 -0.675
N -0.49889 -0.82076 1.72258 -0.920
N 0.50351 -2.26223 -1.39880 -0.709
H 1.88887 1.30267 -0.87764 0.374
H -1.67343 -0.69164 -1.36178 0.304
H -0.77235 0.06139 2.15065 0.215
H 0.50276 -1.42061 -1.97865 0.274
H 0.11761 -2.84643 0.50329 0.428
H -1.02132 1.85692 0.89567 0.378
H 0.69309 2.15603 1.30455 0.402
H 0.04995 2.60812 -0.29000 0.501
```

Properties
ΔE to the lowest compared entry with this formula, charge and spin: 492.75 kJ/mol
M: 116.12 Da
Kohn-Sham gap (alpha / beta): 8.31 / 8.31 eV
HOMO energy (alpha / beta): -0.312 / -0.312 hartree

***

This record from the OMol25 dataset describes a single C4H8N2O2 molecule at a distorted geometry. The level of theory is ωB97M-V with the def2-TZVPD basis set.

```
16
Properties=species:S:1:pos:R:3:mulliken_charge:R:1
C 0.54838 -0.80597 -0.48249 -0.608
C 1.87767 -0.17142 -0.66802 0.120
C 2.70885 0.31872 0.33648 -0.058
O 3.84523 0.80983 0.40446 -0.448
N -0.45498 -0.44170 0.55121 -0.343
C -1.63132 0.39934 -0.14566 0.153
N -2.57511 0.48813 1.03030 -0.632
O -2.23117 -0.07575 -1.19788 -0.652
H 0.77339 -1.88894 -0.44526 0.368
H -2.87923 -0.45946 1.10988 0.288
H 2.38245 -0.23099 -1.69933 0.314
H -0.04500 -0.92280 -1.60708 0.348
H 2.19330 0.20318 1.35250 0.230
H -0.03168 0.32534 1.07911 0.288
H -1.06831 1.35400 -0.27499 0.330
H -3.41246 1.09850 0.65678 0.303
```

Properties
ΔE to the lowest compared entry with this formula, charge and spin: 812.78 kJ/mol
M: 116.12 Da
Kohn-Sham gap: 4.21 eV
HOMO energy: -0.311 hartree